Formula: C19H26N6O2SSn
Source: OMol25
Level of theory: the ωB97M-V functional and the def2-TZVPD basis

Values from the calculation:
Energy relative to the best compared isomer or geometry (same formula, charge and spin) (kJ/mol): 77.2
Frontier orbital gap (eV): 5.196

The geometry in ORCA input format:
```
! wB97M-V def2-TZVPD RIJCOSX def2/J DEFGRID3
* xyz 2 1
Sn 0.131 -0.932 -1.120
N 3.762 2.346 -2.067
C 2.637 1.660 -1.900
S 2.715 0.028 -1.378
N 1.524 2.338 -2.197
N 0.349 1.875 -1.956
C -0.650 2.723 -2.149
C -2.010 2.426 -2.217
C -2.935 3.493 -2.215
C -4.281 3.261 -2.204
C -4.784 1.932 -2.192
C -3.944 0.866 -2.151
C -2.517 1.042 -2.238
O -1.744 0.075 -2.366
H 4.663 1.929 -1.889
H 3.727 3.296 -2.409
H -0.387 3.781 -2.215
H -2.551 4.504 -2.193
H -4.975 4.087 -2.175
H -5.853 1.784 -2.214
H -4.318 -0.148 -2.143
C 2.080 -6.731 -0.958
C 1.092 -5.639 -1.025
C -0.296 -5.679 -1.072
C -0.720 -4.350 -1.117
N 0.343 -3.536 -1.101
N 1.429 -4.338 -1.042
C -2.117 -3.846 -1.191
H 1.575 -7.692 -0.981
H 2.667 -6.668 -0.041
H 2.774 -6.682 -1.797
H -0.911 -6.554 -1.069
H 2.361 -3.948 -1.023
H -2.806 -4.632 -0.888
H -2.358 -3.557 -2.216
H -2.244 -2.976 -0.537
O 0.105 -0.213 1.162
C 0.196 0.634 2.085
C 0.182 2.103 1.791
C 1.564 2.724 2.045
C 1.775 3.096 3.511
C 1.807 1.891 4.447
C 0.491 1.111 4.488
N 0.321 0.243 3.334
H -0.558 2.600 2.419
H -0.105 2.225 0.744
H 1.649 3.624 1.438
H 2.342 2.030 1.714
H 0.978 3.775 3.820
H 2.720 3.632 3.607
H 2.017 2.243 5.457
H 2.617 1.217 4.159
H -0.353 1.804 4.555
H 0.469 0.479 5.376
H 0.357 -0.756 3.498
*
```

Results of the Löwdin charge analysis, in e, for atoms 1 through 5:
1. Sn 1.41
2. N 0.17
3. C -0.81
4. S 0.59
5. N 0.05

---

Formula: C20H39N8O5S
Source: OMol25
Level of theory: the ωB97M-V functional and the def2-TZVPD basis

Values from the calculation:
Frontier orbital gap (eV): 5.413

The geometry in ORCA input format:
```
! wB97M-V def2-TZVPD RIJCOSX def2/J DEFGRID3
* xyz 1 1
C -0.731 8.593 1.902
C -1.740 7.673 1.490
N -2.806 6.926 0.662
N -3.852 7.753 0.237
C -4.737 6.796 -0.531
N -5.875 7.339 -1.073
N -4.155 5.397 -0.560
C -2.867 5.470 0.256
C -1.753 4.325 0.630
C -1.418 3.315 -0.641
S 0.177 2.340 -0.268
C 1.585 3.204 -1.162
N 3.013 3.361 -0.670
N 3.751 4.072 -1.626
C 2.742 4.346 -2.747
O 1.372 3.827 -2.479
H 0.131 9.412 2.016
H -3.963 8.776 0.424
H -5.949 8.397 -1.088
H -6.718 6.789 -1.408
H -0.742 4.905 0.867
H -2.042 3.638 1.541
H -2.332 2.595 -0.829
H -1.234 3.906 -1.646
H 3.103 4.941 -3.697
C 2.755 0.096 -1.458
O 2.376 0.050 -0.092
C 1.671 -1.145 0.279
C 2.568 -2.094 1.095
N 3.615 -2.699 0.267
C 4.711 -3.317 1.021
C 5.475 -2.456 2.051
O 6.304 -1.443 1.481
C 5.606 -0.290 1.034
H 3.035 1.127 -1.697
H 3.623 -0.535 -1.649
H 1.931 -0.201 -2.118
H 1.228 -1.647 -0.589
H 0.846 -0.824 0.925
H 1.951 -2.890 1.529
H 2.990 -1.509 1.915
H 4.015 -1.989 -0.338
H 5.435 -3.671 0.279
H 4.321 -4.206 1.527
H 6.161 -3.129 2.580
H 4.824 -2.036 2.824
H 4.772 -0.026 1.689
H 5.271 -0.440 0.009
H 6.306 0.550 1.018
C 0.326 -4.964 -0.755
O -0.766 -4.768 -1.637
C -1.734 -5.828 -1.615
C -3.011 -5.406 -0.866
N -2.781 -5.282 0.575
C -3.822 -4.547 1.301
C -4.176 -3.118 0.837
O -3.167 -2.141 1.096
C -2.075 -2.166 0.190
H 1.118 -4.261 -1.034
H 0.045 -4.753 0.277
H 0.728 -5.982 -0.826
H -1.315 -6.759 -1.215
H -2.004 -6.017 -2.660
H -3.795 -6.152 -1.040
H -3.341 -4.462 -1.305
H -1.898 -4.807 0.734
H -3.490 -4.488 2.344
H -4.735 -5.154 1.298
H -5.046 -2.799 1.425
H -4.499 -3.075 -0.208
H -2.386 -2.390 -0.834
H -1.326 -2.875 0.539
H -1.603 -1.179 0.194
*
```

Results of the Löwdin charge analysis, in e, for atoms 1 through 5:
1. C 0.13
2. C -0.03
3. N -0.10
4. N 0.10
5. C -0.22

---

Formula: C10H6ClN2ReS2
Source: OMol25
Level of theory: the ωB97M-V functional and the def2-TZVPD basis

Values from the calculation:
Energy relative to the best compared isomer or geometry (same formula, charge and spin) (kJ/mol): 17.5
Frontier orbital gap (spin up / spin down) (eV): 7.216 / 7.066

The geometry in ORCA input format:
```
! wB97M-V def2-TZVPD RIJCOSX def2/J DEFGRID3
* xyz 1 4
Re -0.072 1.349 0.339
S 3.691 -0.734 1.404
C 3.836 -0.307 -0.244
C 2.721 0.304 -0.731
C 1.743 0.454 0.294
C 2.135 -0.063 1.495
C 1.245 0.020 2.644
C 1.469 -0.459 3.920
C 0.486 -0.299 4.880
C -0.710 0.331 4.554
C -0.878 0.785 3.269
N 0.086 0.638 2.345
H 4.743 -0.549 -0.778
H 2.618 0.638 -1.753
H 2.405 -0.951 4.149
H 0.649 -0.667 5.885
H -1.501 0.462 5.278
H -1.792 1.271 2.953
Cl 0.129 3.099 -0.903
S -3.194 -1.969 -0.582
C -2.121 -0.911 -0.226
N -1.281 -0.092 0.061
*
```

Results of the Löwdin charge analysis, in e, for atoms 1 through 5:
1. Re 1.22
2. S 1.12
3. C -0.36
4. C -0.16
5. C -0.39

---

| no. | total energy (a.u.) |
| --- | --- |
| 1 | -1830.5647 |
| 2 | -1997.0460 |
| 3 | -1828.7811 |